Entry from the Open Molecules 2025 dataset: an isolated molecule of CH3NO2S2 at a distorted geometry (ωB97M-V/def2-TZVPD).

Output
⟨S²⟩: 2.014
Multiplicity: 3
Orbital gap (alpha / beta), eV: 6.3 / 6.1
E_LUMO (alpha / beta), eV: 0.4022 / -2.9225
Maximum force, eV/A: 3.92
E_HOMO (alpha / beta), Ha: -0.2161 / -0.3306
Relative energy (zero: lowest compared OMol25 entry of this formula, charge and spin), kcal/mol: 86.6
Charge: 0

Geometry (Å):
C  1.424  -0.261  -0.102
N  0.124  -0.554  0.016
O  -0.227  -1.844  0.250
O  -0.843  0.397  -0.243
S  2.703  -1.221  -0.115
S  1.746  1.847  0.083
H  -0.291  -1.986  1.221
H  -0.906  0.467  -1.216
H  0.409  1.975  0.380

natural (NBO) population analysis, charges in e, atoms 1 to 6: number 1, C, carries -0.263; number 2, N, carries 0.077; number 3, O, carries -0.525; number 4, O, carries -0.520; number 5, S, carries 0.325; number 6, S, carries -0.202

---

Entry from the Open Molecules 2025 dataset: a cluster of 2 separate species, CH3NO3 in total at a distorted geometry (ωB97M-V/def2-TZVPD).

Output
Orbital gap, eV: 10.6
E_LUMO, eV: 0.2442
Maximum force, eV/A: 2.80
E_HOMO, Ha: -0.3811
Relative energy (zero: lowest compared OMol25 entry of this formula, charge and spin), kcal/mol: 58.1
Charge: 0

Geometry (Å):
O  1.427  1.768  -1.008
N  0.613  0.920  -0.880
O  -0.635  1.294  -1.374
H  -1.086  0.577  -0.997
C  -0.093  -1.184  1.076
O  -0.851  -1.076  0.154
H  1.012  -0.978  0.891
H  -0.387  -1.322  2.139

natural (NBO) population analysis, charges in e, atoms 1 to 6: number 1, O, carries -0.281; number 2, N, carries 0.327; number 3, O, carries -0.537; number 4, H, carries 0.488; number 5, C, carries 0.301; number 6, O, carries -0.537

---

Entry from the Open Molecules 2025 dataset: a cluster of 2 separate species, CH3NO3P in total at a distorted geometry (ωB97M-V/def2-TZVPD).

Output
Orbital gap (alpha / beta), eV: 7.3 / 7.3
E_LUMO (alpha / beta), eV: 4.1581 / 4.1582
Maximum force, eV/A: 3.00
E_HOMO (alpha / beta), Ha: -0.1148 / -0.1147
Relative energy (zero: lowest compared OMol25 entry of this formula, charge and spin), kcal/mol: 72.3
Charge: -1

Geometry (Å):
C  1.671  -0.673  -0.110
N  -1.369  1.369  -0.609
O  -1.640  -1.513  -0.241
O  2.573  -0.089  0.409
O  -0.630  0.110  1.420
P  -0.922  -0.161  -0.095
H  1.900  -1.694  -0.529
H  -1.273  1.633  -1.607
H  -0.309  1.018  1.361

natural (NBO) population analysis, charges in e, atoms 1 to 6: number 1, C, carries 0.147; number 2, N, carries -1.381; number 3, O, carries -1.109; number 4, O, carries -0.615; number 5, O, carries -1.010; number 6, P, carries 2.061

---

Entry from the Open Molecules 2025 dataset: a cluster of 2 separate species, CH3NO4 in total at a distorted geometry (ωB97M-V/def2-TZVPD).

Output
⟨S²⟩: 2.015
Multiplicity: 3
Orbital gap (alpha / beta), eV: 5.9 / 6.8
E_LUMO (alpha / beta), eV: -0.0576 / -2.6749
Maximum force, eV/A: 4.70
E_HOMO (alpha / beta), Ha: -0.2191 / -0.3468
Relative energy (zero: lowest compared OMol25 entry of this formula, charge and spin), kcal/mol: 68.4
Charge: 0

Geometry (Å):
C  -1.524  -0.268  0.145
N  -0.902  -1.193  -0.406
O  -2.488  0.332  0.465
O  0.217  -1.874  0.080
O  1.378  1.598  -0.277
O  -0.032  1.787  -0.034
H  1.384  0.681  -0.549
H  -0.016  -2.826  0.021
H  1.982  1.763  0.554

natural (NBO) population analysis, charges in e, atoms 1 to 6: number 1, C, carries 0.573; number 2, N, carries -0.153; number 3, O, carries -0.415; number 4, O, carries -0.522; number 5, O, carries -0.455; number 6, O, carries -0.552

---

Entry from the Open Molecules 2025 dataset: an isolated molecule of CH3NO5 at a distorted geometry (ωB97M-V/def2-TZVPD).

Output
Orbital gap, eV: 10.3
E_LUMO, eV: 0.3930
Maximum force, eV/A: 5.03
E_HOMO, Ha: -0.3650
Relative energy (zero: lowest compared OMol25 entry of this formula, charge and spin), kcal/mol: 50.9
Charge: 0

Geometry (Å):
O  1.584  1.297  1.547
C  0.739  0.856  0.872
O  -0.176  1.620  0.130
O  0.560  -0.473  0.682
N  -0.581  -0.929  -0.137
O  -0.373  -0.426  -1.411
O  -0.672  -2.246  -0.029
H  -0.334  2.479  0.448
H  -0.746  0.487  -1.530
H  -0.001  -2.663  -0.572

natural (NBO) population analysis, charges in e, atoms 1 to 6: number 1, O, carries -0.559; number 2, C, carries 0.989; number 3, O, carries -0.757; number 4, O, carries -0.419; number 5, N, carries 0.334; number 6, O, carries -0.591

---

Entry from the Open Molecules 2025 dataset: a cluster of 2 separate species, CH3NO5 in total at a distorted geometry (ωB97M-V/def2-TZVPD).

Output
Orbital gap, eV: 10.5
E_LUMO, eV: -0.1769
Maximum force, eV/A: 6.29
E_HOMO, Ha: -0.3906
Relative energy (zero: lowest compared OMol25 entry of this formula, charge and spin), kcal/mol: 17.8
Charge: 0

Geometry (Å):
O  -1.210  -0.612  0.354
C  -0.006  -0.545  0.311
O  0.852  -0.725  1.343
O  0.661  -0.528  -0.870
H  1.726  -1.050  0.932
H  0.119  -0.268  -1.539
O  0.764  2.517  -0.026
N  0.005  1.671  0.309
O  -1.357  1.986  0.367
H  -1.709  1.160  0.325

natural (NBO) population analysis, charges in e, atoms 1 to 6: number 1, O, carries -0.667; number 2, C, carries 0.998; number 3, O, carries -0.670; number 4, O, carries -0.704; number 5, H, carries 0.507; number 6, H, carries 0.493

---

Entry from the Open Molecules 2025 dataset: a cluster of 2 separate species, CH3NO5 in total at a distorted geometry (ωB97M-V/def2-TZVPD).

Output
⟨S²⟩: 2.006
Multiplicity: 3
Orbital gap (alpha / beta), eV: 7.0 / 6.8
E_LUMO (alpha / beta), eV: 0.2074 / -3.5939
Maximum force, eV/A: 5.20
E_HOMO (alpha / beta), Ha: -0.2510 / -0.3809
Relative energy (zero: lowest compared OMol25 entry of this formula, charge and spin), kcal/mol: 0.0
Charge: 0

Geometry (Å):
C  -0.454  0.213  -0.245
N  -1.435  -0.816  -0.688
O  -2.386  -0.766  0.056
O  -1.334  -1.586  -1.586
O  0.165  0.760  -1.234
O  -0.909  0.849  0.766
O  0.877  -1.099  0.472
H  1.045  1.163  -1.126
H  -1.853  0.456  1.156
H  0.707  -1.916  -0.021

natural (NBO) population analysis, charges in e, atoms 1 to 6: number 1, C, carries 0.730; number 2, N, carries 0.397; number 3, O, carries -0.523; number 4, O, carries -0.442; number 5, O, carries -0.663; number 6, O, carries -0.687

---

Entry from the Open Molecules 2025 dataset: an isolated molecule of CH3NOP2S at a distorted geometry (ωB97M-V/def2-TZVPD).

Output
Orbital gap (alpha / beta), eV: 7.6 / 6.8
E_LUMO (alpha / beta), eV: -0.5399 / -1.0244
Maximum force, eV/A: 3.02
E_HOMO (alpha / beta), Ha: -0.2987 / -0.2873
Relative energy (zero: lowest compared OMol25 entry of this formula, charge and spin), kcal/mol: 92.4
Charge: 0

Geometry (Å):
C  -0.735  0.914  0.767
N  -1.523  0.029  0.372
O  1.130  -0.306  -0.481
P  0.778  1.307  -0.176
P  2.063  -1.428  0.186
S  -1.994  -1.217  -0.393
H  -1.058  1.756  1.434
H  0.044  1.337  -1.263
H  1.295  -2.392  -0.445

natural (NBO) population analysis, charges in e, atoms 1 to 6: number 1, C, carries -0.280; number 2, N, carries -0.498; number 3, O, carries -1.078; number 4, P, carries 0.890; number 5, P, carries 0.625; number 6, S, carries 0.313